This record from OMol25 describes an isolated ion of composition C7H10N3S and charge +1 at a distorted geometry. The level of theory is wB97M-V/def2-TZVPD.

Each line ends with the Löwdin charge.
Geometry (Å):
C1 -2.881 -0.457 -0.395  -0.02
C2 -2.226 -1.355 -1.184  -0.04
C3 -0.796 0.235 -0.675  -0.26
C4 2.399 -0.166 0.459  -0.25
C5 2.921 0.087 -0.691  -0.36
C6 0.459 0.966 -0.502  -0.41
C7 0.660 0.383 1.938  -0.08
N1 -1.980 0.511 -0.045  0.16
N2 -0.950 -0.970 -1.273  0.16
N3 1.059 0.024 0.651  -0.19
S1 1.755 0.879 -1.773  0.96
H1 -3.962 -0.448 -0.210  0.15
H2 -2.503 -2.189 -1.696  0.11
H3 2.846 -0.734 1.275  0.14
H4 3.947 -0.061 -1.062  0.09
H5 0.149 2.029 -0.142  0.16
H6 0.919 1.347 2.195  0.07
H7 -0.416 0.262 1.972  0.08
H8 1.185 -0.290 2.688  0.13
H9 -0.300 -1.352 -2.026  0.22
H10 -2.283 1.301 0.497  0.18

The calculation puts the orbital gap at 8.0739 eV. Its LUMO energy is -3.370 eV. Its SMILES is CN1C=CS[C@H]1c1[nH]cc[nH+]1. The energy above the lowest of the compared OMol25 structures with the same formula, charge and spin comes out at 0.485 eV. The value obtained for the calculated total energy is -22718.7578 eV. As for the net charge: +1. The multiplicity is 1.

This record from OMol25 describes a 2-piece molecular cluster, C9H14 overall at a distorted geometry. The level of theory is wB97M-V/def2-TZVPD.

Each line ends with the Löwdin charge.
Geometry (Å):
C1 1.658 0.585 3.577  -0.29
C2 0.324 0.000 3.983  -0.34
H1 1.425 1.185 2.771  -0.01
H2 2.240 1.147 4.455  0.09
H3 2.389 -0.181 3.285  0.04
H4 0.319 -0.425 5.160  0.09
H5 0.112 -0.884 3.434  -0.02
H6 -0.668 0.560 3.827  0.04
C3 -2.727 0.072 -1.349  -0.15
C4 1.516 -0.319 -2.660  -0.13
C5 1.198 -0.021 -1.313  -0.17
C6 0.476 -0.484 -3.609  -0.11
C7 -0.094 0.106 -0.885  -0.16
C8 -0.848 -0.273 -3.137  -0.09
C9 -1.160 0.022 -1.758  -0.22
H7 2.461 -0.490 -3.067  0.05
H8 2.066 0.124 -0.720  0.06
H9 0.612 -0.990 -4.598  0.10
H10 -0.284 0.388 0.207  0.10
H11 -1.602 -0.285 -3.832  0.05
H12 -3.143 -0.949 -1.346  0.06
H13 -3.235 0.681 -1.978  0.01
H14 -3.036 0.433 -0.446  -0.01

The calculation puts the orbital gap (spin up / spin down) at 2.4631 / 9.4922 eV. Its LUMO energy (spin up / spin down) is 3.755 / 3.653 eV. The expectation value of S² is 0.750. The energy above the lowest of the compared OMol25 structures with the same formula, charge and spin comes out at 1.934 eV. The value obtained for the calculated total energy is -9556.8630 eV. As for the net charge: -1. The multiplicity is 2.

This record from OMol25 describes an isolated ion of composition C5H9IN3O and charge +1 at a distorted geometry. The level of theory is wB97M-V/def2-TZVPD.

Each line ends with the Löwdin charge.
Geometry (Å):
C1 1.555 -0.885 -0.019  -0.11
C2 -1.022 -1.384 -0.401  -0.15
C3 0.837 1.220 0.748  -0.16
C4 0.234 -0.548 -0.834  -0.13
C5 -0.067 0.979 -0.389  -0.18
N1 1.244 -0.091 1.218  -0.03
N2 -1.908 -0.361 0.073  -0.46
N3 -1.433 0.922 -0.135  -0.23
O1 -2.158 1.838 -0.138  0.12
I1 -3.930 -0.552 0.295  1.10
H1 1.862 -1.829 0.110  0.08
H2 2.382 -0.309 -0.640  0.16
H3 -1.592 -2.012 -1.089  0.12
H4 -0.636 -1.899 0.497  0.14
H5 1.610 1.794 0.461  0.10
H6 0.314 1.709 1.566  0.15
H7 0.458 -0.354 -1.971  0.18
H8 0.147 1.761 -1.129  0.19
H9 2.102 0.000 1.776  0.13

The calculation puts the orbital gap (spin up / spin down) at 8.0443 / 8.0452 eV. Its LUMO energy (spin up / spin down) is -5.390 / -5.389 eV. Its SMILES is O=[N+]1[C@H]2CNC[C@H]2CN1I. The energy above the lowest of the compared OMol25 structures with the same formula, charge and spin comes out at 0.554 eV. The value obtained for the calculated total energy is -19938.0400 eV. As for the net charge: +1. The multiplicity is 1.

This record from OMol25 describes a 2-piece molecular cluster, H5NOSi overall at a distorted geometry. The level of theory is wB97M-V/def2-TZVPD.

Each line ends with the Löwdin charge.
Geometry (Å):
N1 1.268 -0.560 0.563  -0.17
O1 -2.495 0.072 0.348  -0.44
Si1 0.118 0.519 -0.167  0.83
H1 0.990 -0.983 1.429  0.02
H2 1.991 -1.103 0.122  0.02
H3 -2.619 -0.836 0.219  -0.16
H4 -0.451 1.016 1.052  -0.05
H5 0.750 0.584 -1.478  -0.06

The calculation puts the orbital gap at 8.2017 eV. Its LUMO energy is -0.384 eV. The energy above the lowest of the compared OMol25 structures with the same formula, charge and spin comes out at 4.501 eV. The value obtained for the calculated total energy is -11493.2952 eV. The multiplicity is 1.

This record from OMol25 describes C22H46N2O2SSi4TeW as an isolated structure at a distorted geometry. The level of theory is wB97M-V/def2-TZVPD.

Each line ends with the Löwdin charge.
Geometry (Å):
W1 0.366 -0.367 0.406  0.90
C1 -1.763 0.682 3.800  0.02
C2 -1.428 0.665 2.339  -0.22
O1 -0.619 -0.338 1.919  -0.31
C3 -2.001 1.560 1.412  -0.09
C4 -3.031 2.457 1.815  0.02
C5 -3.644 3.300 0.925  -0.03
C6 -3.284 3.303 -0.420  0.01
C7 -2.277 2.462 -0.859  0.03
C8 -1.629 1.622 0.028  -0.22
O2 -0.594 0.848 -0.417  -0.29
H1 -1.135 -0.033 4.333  0.10
H2 -2.804 0.397 3.965  0.12
H3 -1.609 1.673 4.228  0.11
H4 -3.353 2.448 2.841  0.12
H5 -4.424 3.964 1.261  0.13
H6 -3.778 3.948 -1.126  0.13
H7 -1.964 2.447 -1.895  0.14
C9 2.326 1.967 0.862  -0.10
N1 1.753 0.789 1.550  -0.38
C10 1.677 1.012 3.007  -0.04
C11 2.255 -0.606 1.311  -0.44
S1 2.098 -0.563 -1.057  0.29
N2 3.512 -0.939 1.660  -0.21
C12 3.843 -2.355 1.613  -0.03
C13 4.697 -0.098 1.734  -0.01
H8 2.999 2.543 1.503  0.10
H9 1.513 2.640 0.550  0.10
H10 2.878 1.666 -0.037  0.05
H11 1.031 1.866 3.228  0.11
H12 2.664 1.198 3.440  0.11
H13 1.264 0.117 3.495  0.10
H14 2.957 -2.959 1.813  0.08
H15 4.591 -2.561 2.376  0.11
H16 4.250 -2.621 0.634  0.10
H17 4.501 0.923 1.428  0.08
H18 5.467 -0.511 1.081  0.11
H19 5.079 -0.093 2.757  0.11
C14 -3.445 -6.659 -2.554  -0.20
Si1 -3.159 -4.879 -1.936  0.41
C15 -4.290 -4.464 -0.446  -0.23
C16 -3.443 -3.580 -3.321  -0.20
Si2 -0.963 -4.885 -0.905  0.20
Te1 -0.261 -2.589 -0.243  0.76
Si3 -0.295 -6.391 0.901  0.42
C17 -1.327 -5.784 2.396  -0.22
C18 -0.697 -8.203 0.472  -0.19
C19 1.579 -6.162 1.241  -0.20
Si4 0.763 -5.355 -3.006  0.56
C20 0.021 -4.251 -4.359  -0.21
C21 0.635 -7.223 -3.306  -0.19
C22 2.426 -4.725 -2.338  -0.21
H20 -4.506 -6.883 -2.609  0.04
H21 -2.991 -7.377 -1.882  0.01
H22 -3.038 -6.821 -3.545  0.03
H23 -5.332 -4.377 -0.739  0.03
H24 -3.995 -3.521 0.005  0.01
H25 -4.231 -5.232 0.316  0.02
H26 -4.504 -3.371 -3.431  0.03
H27 -3.085 -3.915 -4.289  0.02
H28 -2.946 -2.643 -3.085  0.02
H29 -2.379 -6.015 2.271  0.02
H30 -1.240 -4.707 2.505  0.00
H31 -1.013 -6.236 3.331  0.03
H32 -1.757 -8.353 0.306  0.02
H33 -0.410 -8.857 1.289  0.04
H34 -0.175 -8.549 -0.412  0.02
H35 1.845 -5.111 1.189  -0.01
H36 2.188 -6.697 0.522  0.02
H37 1.862 -6.525 2.223  0.04
H38 -0.900 -4.664 -4.754  0.02
H39 0.711 -4.134 -5.191  0.04
H40 -0.195 -3.260 -3.971  0.02
H41 -0.397 -7.555 -3.309  0.02
H42 1.163 -7.788 -2.547  0.02
H43 1.070 -7.487 -4.267  0.04
H44 2.378 -3.655 -2.151  0.00
H45 3.236 -4.893 -3.042  0.04
H46 2.690 -5.216 -1.408  0.01

The calculation puts the orbital gap (spin up / spin down) at 4.1897 / 4.4765 eV. Its LUMO energy (spin up / spin down) is -7.869 / -7.677 eV. The energy above the lowest of the compared OMol25 structures with the same formula, charge and spin comes out at 5.291 eV. The value obtained for the calculated total energy is -82085.1645 eV. As for the net charge: +2. The multiplicity is 1.

This record from OMol25 describes one molecule with the formula C4H5NO2. The level of theory is wB97M-V/def2-TZVPD.

Each line ends with the Löwdin charge.
Geometry (Å):
O1 0.581 -2.336 0.629  0.09
C1 -0.359 -1.753 1.103  -0.15
C2 -0.605 -0.252 0.925  -0.43
O2 -1.582 0.265 1.423  0.10
N1 0.404 0.407 0.264  -0.02
C3 0.195 1.557 -0.573  -0.09
C4 0.700 0.270 -1.144  -0.09
H1 -1.140 -2.249 1.711  0.13
H2 0.889 2.377 -0.409  0.11
H3 -0.836 1.846 -0.769  0.12
H4 0.007 -0.311 -1.751  0.12
H5 1.749 0.148 -1.396  0.11

The calculation puts the orbital gap at 9.6944 eV. Its LUMO energy is -0.272 eV. Its SMILES is O=CC(=O)N1CC1. The energy above the lowest of the compared OMol25 structures with the same formula, charge and spin comes out at 1.920 eV. The value obtained for the calculated total energy is -9812.3949 eV. The multiplicity is 1.

This record from OMol25 describes one molecule with the formula C5H6. The level of theory is wB97M-V/def2-TZVPD.

Each line ends with the Löwdin charge.
Geometry (Å):
C1 -1.873 0.923 -0.946  0.14
C2 -0.727 0.302 -0.365  -0.38
C3 -0.237 -0.934 -0.655  0.01
C4 0.413 0.596 0.625  -0.14
C5 0.911 -0.847 0.313  -0.16
H1 -1.908 1.972 -0.579  -0.01
H2 -0.550 -1.689 -1.374  0.11
H3 1.104 1.379 0.297  0.11
H4 0.121 0.785 1.662  0.10
H5 1.911 -0.932 -0.123  0.11
H6 0.834 -1.555 1.145  0.11

The calculation puts the orbital gap (spin up / spin down) at 7.3894 / 7.4130 eV. Its LUMO energy (spin up / spin down) is -0.897 / -0.899 eV. The energy above the lowest of the compared OMol25 structures with the same formula, charge and spin comes out at 4.224 eV. The value obtained for the calculated total energy is -5276.9753 eV. The multiplicity is 1.

This record from OMol25 describes one molecule with the formula C3H6ClN at a distorted geometry. The level of theory is wB97M-V/def2-TZVPD.

Each line ends with the Löwdin charge.
Geometry (Å):
C1 0.246 -0.895 0.224  -0.40
C2 -0.795 0.113 0.040  -0.67
C3 -0.674 1.432 0.023  -0.03
H1 2.211 -0.221 0.272  0.07
H2 1.335 -0.142 -1.132  0.09
H3 0.123 -1.224 1.271  0.14
H4 -0.295 -1.658 -0.302  0.07
H5 -1.491 2.095 -0.367  0.08
H6 0.308 1.807 0.362  0.07
N1 1.527 -0.689 -0.285  0.02
Cl1 -2.496 -0.617 -0.106  0.54

The calculation puts the orbital gap at 10.3854 eV. Its LUMO energy is 0.901 eV. Its SMILES is C=C(Cl)CN. The energy above the lowest of the compared OMol25 structures with the same formula, charge and spin comes out at 0.642 eV. The value obtained for the calculated total energy is -17219.4492 eV. The multiplicity is 1.

Q: Number 6 is which compound?
A: C4H5NO2